*P*
{
  "formula": "C2H2Cl6",
  "method": "ωB97M-V with the def2-TZVPD basis set",
  "elements": ["Cl", "Cl", "Cl", "H", "C", "Cl", "H", "Cl", "C", "Cl"],
  "positions_angstrom": [[-2.19611, -1.72398, -2.91232], [2.95385, -1.01688, 1.31823], [1.48156, 0.18300, 3.50119], [-2.77734, -0.59841, -0.96143], [-2.12263, -0.36220, -1.78924], [-2.69010, 1.11102, -2.55368], [1.07687, 0.36307, 1.19617], [2.80318, 1.87005, 1.54413], [1.95931, 0.33553, 1.82059], [-0.48858, -0.16121, -1.16363]],
  "smiles": "ClC(Cl)Cl.ClC(Cl)Cl",
  "homo_ev": -11.15,
  "homo_lumo_gap_ev": 11.758
}



*Q*
{
  "formula": "C2H2Cl6",
  "method": "ωB97M-V with the def2-TZVPD basis set",
  "elements": ["H", "H", "Cl", "C", "C", "Cl", "Cl", "Cl", "Cl", "Cl"],
  "positions_angstrom": [[0.91982, 0.52407, -0.10547], [-2.55883, -0.88292, 0.18084], [2.54260, -1.31595, -0.19464], [1.80365, 0.19895, 0.44339], [-1.98438, -0.21448, -0.46049], [-2.52588, -0.48650, -2.15116], [-2.24407, 1.41574, 0.04975], [3.06162, 1.42922, 0.51598], [-0.19907, -0.58186, -0.25872], [1.18451, -0.08631, 1.98051]],
  "homo_ev": -10.37,
  "homo_lumo_gap_ev": 10.559
}



Stability verdict: *P*, ahead by 65.7 kcal/mol



*P*
{
  "formula": "C2H2Cl6",
  "method": "ωB97M-V with the def2-TZVPD basis set",
  "elements": ["Cl", "H", "C", "Cl", "C", "Cl", "Cl", "Cl", "H", "Cl"],
  "positions_angstrom": [[-0.32822, -0.72170, -1.77784], [1.73694, -1.20567, 2.64125], [-1.51601, 0.59687, -1.56030], [2.45164, -1.33530, 0.40998], [1.56699, -0.58806, 1.76905], [2.16351, 1.04590, 2.07513], [-1.50674, 1.72734, -2.92363], [-3.15146, -0.09383, -1.44646], [-1.26495, 1.11561, -0.64508], [-0.15169, -0.54116, 1.45790]],
  "smiles": "ClC(Cl)Cl.ClC(Cl)Cl",
  "homo_ev": -11.01,
  "homo_lumo_gap_ev": 11.582
}



*Q*
{
  "formula": "C2H2Cl6",
  "method": "ωB97M-V with the def2-TZVPD basis set",
  "elements": ["Cl", "H", "C", "Cl", "Cl", "H", "Cl", "C", "Cl", "Cl"],
  "positions_angstrom": [[13.95675, -2.07156, 9.01965], [12.23335, 0.63032, 11.99682], [11.90727, 1.63860, 12.25206], [13.44292, 2.59835, 12.41819], [11.09826, 1.55360, 13.86001], [13.84888, -3.70179, 7.40644], [10.90360, 2.45494, 10.98637], [13.13466, -3.36465, 8.15765], [11.63855, -2.80137, 7.29011], [12.67757, -4.64834, 9.34547]],
  "smiles": "ClC(Cl)Cl.ClC(Cl)Cl",
  "homo_ev": -11.15,
  "homo_lumo_gap_ev": 11.561
}



Stability verdict: *P*, ahead by 4.2 kcal/mol



*P*
{
  "formula": "C2H3BrO",
  "method": "ωB97M-V with the def2-TZVPD basis set",
  "elements": ["H", "O", "H", "H", "C", "Br", "C"],
  "positions_angstrom": [[0.95710, 0.01151, -1.11286], [-0.84380, 1.67871, 0.11491], [0.61976, -1.29167, 0.31551], [1.53241, 0.13234, 0.70181], [0.73164, -0.27925, -0.07863], [-2.19539, -0.75907, -0.05105], [-0.80172, 0.50744, 0.11032]],
  "smiles": "CC(=O)Br",
  "homo_ev": -10.21,
  "homo_lumo_gap_ev": 10.847
}



*Q*
{
  "formula": "C2H3BrO",
  "method": "ωB97M-V with the def2-TZVPD basis set",
  "elements": ["O", "C", "Br", "H", "H", "H", "C"],
  "positions_angstrom": [[-2.62683, -0.53825, -0.92208], [-1.37980, 0.44716, -0.84851], [-1.70064, 2.08270, -1.71072], [-0.65227, -0.54768, 0.87696], [0.62340, -0.42950, -0.35062], [0.08286, 1.03926, 0.46712], [-0.29869, 0.13492, 0.01063]],
  "smiles": "CC(=O)Br",
  "homo_ev": -9.96,
  "homo_lumo_gap_ev": 8.986
}



*R*
{
  "formula": "C2H3BrO",
  "method": "ωB97M-V with the def2-TZVPD basis set",
  "elements": ["Br", "H", "O", "H", "H", "C", "C"],
  "positions_angstrom": [[-2.94930, -0.11984, 0.02173], [0.02426, -0.94308, 2.03558], [-0.70893, 1.44828, 0.28554], [-0.68791, 0.66417, -1.63008], [0.69144, 0.08840, -0.51621], [-0.31410, 0.45034, -0.69207], [-1.19265, 0.22503, 0.45479]],
  "homo_ev": [-9.25, -10.30],
  "homo_lumo_gap_ev": [8.614, 9.349]
}



*S*
{
  "formula": "C2H3BrO",
  "method": "ωB97M-V with the def2-TZVPD basis set",
  "elements": ["O", "C", "H", "C", "Br", "H", "H"],
  "positions_angstrom": [[3.21818, 1.24540, -0.33508], [2.12260, 1.68574, -0.28979], [0.10327, -0.01875, 1.02808], [-0.06784, 0.07002, -0.02005], [1.44332, 3.24282, -1.15403], [-0.22996, -0.82329, -0.53454], [-0.45894, 0.99953, -0.38873]],
  "homo_ev": [-9.02, -9.18],
  "homo_lumo_gap_ev": [8.681, 7.899]
}



Stability verdict: *P*, ahead by 60.1 kcal/mol



*P*
{
  "formula": "C51H42NO2PdSb",
  "method": "ωB97M-V with the def2-TZVPD basis set",
  "elements": ["C", "H", "C", "H", "H", "C", "H", "H", "H", "H", "C", "C", "H", "H", "H", "C", "C", "H", "C", "H", "C", "H", "C", "C", "C", "C", "H", "C", "H", "C", "C", "C", "C", "C", "C", "H", "C", "C", "C", "H", "C", "H", "C", "C", "H", "H", "N", "C", "C", "H", "H", "H", "C", "C", "C", "H", "H", "H", "C", "C", "H", "O", "C", "C", "C", "C", "C", "H", "C", "H", "H", "Sb", "H", "C", "H", "H", "C", "C", "C", "H", "H", "C", "C", "C", "C", "C", "H", "O", "H", "H", "H", "Pd", "H", "H", "C", "C", "C", "H"],
  "positions_angstrom": [[3.90910, 2.02740, -3.81860], [2.16950, 4.28480, -1.30740], [4.98650, -0.52410, -0.65580], [-4.43520, 2.34400, -4.56300], [-2.60550, -4.61650, -0.92640], [-0.24170, -3.27680, 2.95740], [7.61980, -1.03050, 1.39310], [2.89250, 1.74080, -5.68030], [0.05380, 5.30440, -2.15440], [4.20840, 1.44560, 1.97590], [-2.12300, -0.07100, -4.12640], [2.67370, -3.89230, -0.93700], [-7.25190, 1.46470, 1.10790], [-3.60070, -5.12330, 3.16440], [-4.40130, 2.28490, -2.11430], [-1.84820, -4.55100, -4.21090], [-2.88160, 0.77280, -1.99840], [2.60310, -3.06990, -1.63670], [0.03850, 4.38650, -1.58690], [4.71450, 2.59760, -4.25870], [2.86490, 0.77840, -0.37010], [4.71800, 2.13660, -1.84070], [-2.45870, 2.12200, 0.09710], [4.75720, 0.75890, 1.35000], [-4.56200, -1.03230, -0.00910], [-0.72060, -3.69060, 4.18520], [2.17210, 1.88410, 1.35190], [3.89040, -5.75970, -0.05540], [-2.75970, -4.38210, 0.99480], [2.88250, 1.55280, -4.61790], [6.68030, -0.63890, 1.03390], [2.39270, 2.11900, 0.30680], [1.67630, -4.08280, 0.00700], [-2.07380, -0.07670, -2.74270], [3.90790, 1.77570, -2.45850], [4.53520, -4.58910, -1.72580], [6.18920, -1.02870, -0.20060], [-5.26200, 1.22080, 0.38180], [-1.16420, 2.66220, -0.42890], [-3.23890, 2.84200, -0.13700], [-0.23250, -3.31710, -2.94380], [4.59960, -0.83510, -1.61640], [-2.86070, 0.71370, -0.46020], [4.26020, 0.38280, 0.10990], [3.20870, 2.83860, 0.24060], [-0.15790, -3.47940, 5.08380], [-0.01690, 2.10780, 0.01420], [1.84220, 0.83970, -4.04900], [-0.95220, -3.54530, 1.79130], [-3.44400, -5.41330, -3.07600], [1.02950, 0.47270, -4.65820], [-5.08870, 2.28660, 0.38980], [-0.89940, -3.62000, -1.75960], [-2.65150, -4.61050, 3.10950], [5.96140, 0.25400, 1.80750], [0.65940, -2.69770, -2.91470], [-3.00880, 0.81280, -5.86370], [0.69800, -2.73580, 2.89460], [2.87390, 1.04710, -1.88060], [-0.69290, -3.79010, -4.15880], [4.75000, -6.41330, -0.07880], [2.05860, -0.26360, -0.01680], [-3.77310, 1.65910, -4.05280], [-1.92660, -4.36750, 4.26220], [1.15630, 2.69140, -0.31180], [-3.74130, 1.63560, -2.67020], [-2.53300, -4.83330, -3.04270], [3.00230, -6.72880, 1.63330], [-6.76340, -0.60120, 0.81890], [-7.72770, -0.95560, 1.14830], [-0.15340, -3.56210, -5.06840], [-0.01650, -2.74830, 0.02320], [-5.98850, -2.56130, 0.41870], [1.83940, 0.59450, -2.68730], [1.00640, 0.02250, -2.23750], [6.33400, 0.56090, 2.77450], [1.21370, 3.82340, -1.11180], [-6.49780, 0.75560, 0.79790], [1.80110, -5.10920, 0.92850], [-3.78620, -1.71900, -0.32020], [-2.37990, 2.00440, 1.18160], [-4.27780, 0.32930, -0.01850], [-2.17020, -4.19550, 1.87860], [-2.05850, -4.37530, -1.82410], [-1.16360, 3.78340, -1.24590], [-2.96800, 0.80260, -4.78520], [6.74270, -1.72860, -0.81090], [-2.01620, -0.24610, 0.01280], [-1.51130, -0.76590, -4.68440], [-1.42700, -0.79390, -2.23060], [-2.30340, -4.69750, 5.21940], [0.01410, -0.12840, -0.24690], [1.03180, -5.26310, 1.67220], [-2.21530, -4.91930, -5.15820], [3.76960, -4.73520, -0.97760], [-5.79060, -1.49840, 0.41180], [2.90760, -5.93940, 0.90190], [-2.10450, 4.21200, -1.55490]],
  "homo_ev": -8.11,
  "homo_lumo_gap_ev": 7.534
}



*Q*
{
  "formula": "C51H42NO2PdSb",
  "method": "ωB97M-V with the def2-TZVPD basis set",
  "elements": ["C", "C", "H", "H", "H", "H", "H", "H", "C", "C", "C", "C", "H", "H", "C", "H", "H", "C", "H", "C", "H", "O", "C", "C", "H", "C", "H", "C", "H", "C", "H", "C", "H", "C", "C", "C", "C", "H", "Pd", "O", "H", "H", "C", "C", "C", "H", "H", "C", "C", "C", "H", "H", "C", "C", "H", "C", "C", "H", "C", "C", "H", "C", "C", "H", "C", "H", "H", "H", "C", "H", "C", "H", "H", "C", "H", "H", "C", "H", "H", "Sb", "N", "H", "H", "C", "C", "H", "C", "H", "C", "C", "C", "C", "C", "C", "C", "C", "C", "C"],
  "positions_angstrom": [[-6.76525, 0.24399, 1.62510], [-3.68964, 2.37768, -3.29448], [-2.22197, -3.72450, -4.45940], [4.62123, -3.45353, -0.92237], [-0.15500, -2.37363, -4.28318], [4.84223, -5.39956, 0.58809], [-2.61460, -3.69287, -0.21146], [-2.09567, 4.93883, -0.92559], [-2.44312, 2.93424, 0.84096], [-1.85354, -3.41824, -3.48904], [-5.23451, 2.04031, 1.14900], [2.42000, 2.94157, 1.01031], [0.06194, 5.97630, -1.61574], [-1.43921, -0.08395, -3.84841], [-2.83005, 1.52158, -1.20360], [2.18385, 5.01953, -0.71556], [1.05968, 1.15411, -3.94315], [-3.67271, 2.37908, -1.90855], [-4.34290, 3.05908, -3.82562], [2.89581, 2.26827, -3.90770], [0.66051, -1.64943, -2.08178], [2.04424, 0.55592, 0.81604], [1.86539, 1.54258, -3.33189], [3.96312, -4.77018, 0.63887], [2.64592, -1.99294, -0.77205], [-0.23189, -2.26559, -2.14483], [-3.76919, -0.93358, 0.57177], [1.17470, 3.49666, 0.38963], [3.06011, -5.89259, 2.22839], [2.86564, 1.57972, 0.38196], [-2.37928, -4.00146, 5.91119], [3.83896, -3.67826, -0.20833], [-1.40275, -0.05896, -1.39227], [-4.24568, 1.13202, 0.79258], [-0.96850, -2.72677, 2.54292], [1.83142, -4.24586, 1.62344], [2.96186, -5.04866, 1.55731], [-0.21136, -2.80880, 5.85002], [0.03162, 0.72404, 0.69366], [-1.96964, 0.57502, 0.88251], [-5.99360, -1.73473, 1.30220], [-3.22422, 3.64255, 0.57295], [-0.76687, -2.97497, 4.93606], [-2.53940, -3.77675, -2.33956], [-6.48642, 1.59794, 1.56273], [-4.33496, 3.04890, -1.37168], [-2.90572, 1.48951, -5.08535], [1.22603, 4.58128, -0.47120], [-2.06492, -3.39361, -1.09135], [-0.69494, -2.66084, -3.38940], [0.68272, -1.98682, 3.70707], [3.23322, 3.66036, 0.90314], [-1.14904, 3.46246, 0.29308], [-2.05432, 0.62877, -3.31176], [7.64397, -0.19232, 2.18639], [-2.19869, -3.36813, 2.58865], [-4.54248, -0.22935, 0.84815], [-5.05292, 3.10645, 1.12183], [6.18233, -0.26742, 0.61363], [2.71751, -2.86682, -0.13419], [-3.45116, -4.35625, -2.41010], [3.91198, 2.76590, -3.10440], [6.70039, 0.18952, 1.81753], [1.05064, -4.47777, 2.33674], [4.78879, 1.62708, 2.07453], [2.22025, 2.75647, 2.06653], [-3.65958, -4.32997, 3.82313], [4.25530, 2.35787, 2.66762], [-2.70111, -3.82744, 3.79912], [4.71643, 3.34161, -3.54546], [4.97548, 0.22555, 0.14576], [4.57105, -0.13888, -0.79041], [-2.78328, -3.51109, 1.69216], [-1.98529, -3.63899, 4.97070], [6.39168, 1.49693, 3.48917], [-2.37323, 2.86887, 1.92844], [3.90182, 2.52928, -1.73812], [2.90873, 2.44524, -4.97576], [-7.74029, -0.09499, 1.95178], [-0.01713, -1.88212, 0.82768], [0.00359, 2.93952, 0.75238], [-7.24190, 2.32315, 1.83834], [6.71920, -1.01098, 0.03755], [0.04835, 5.10686, -0.97163], [-2.82371, 1.51217, 0.34140], [4.70516, 2.91383, -1.12006], [-0.26552, -2.51499, 3.72936], [1.04971, 0.73561, -1.52740], [-5.78659, -0.67220, 1.26279], [2.87537, 1.79395, -1.14743], [1.85924, 1.31061, -1.96248], [-0.90220, -2.64133, -0.98160], [-2.88044, 1.49975, -4.00295], [-2.02663, 0.64723, -1.92279], [1.70125, -3.15553, 0.77180], [6.00001, 1.13665, 2.54610], [4.26656, 1.18555, 0.86523], [-1.15189, 4.53571, -0.58538]],
  "homo_ev": -8.09,
  "homo_lumo_gap_ev": 7.788
}



Stability verdict: *Q*, ahead by 10.5 kcal/mol